This record from the OMol25 dataset describes C3H8N4O in the gas phase in a non-equilibrium geometry. The level of theory is ωB97M-V/def2-TZVPD.

Summary:
- LUMO (eV) = 0.76
- gap between HOMO and LUMO (Ha) = 0.3411
- energy above the lowest of the compared OMol25 structures with the same formula, charge and spin (kJ/mol) = 607.9

Last column: Löwdin charge in e.
Geometry (Å):
C 0.2363 2.6935 0.4838  -0.0215
C 0.3141 1.3776 0.2140  -0.2257
N -0.3805 0.3687 1.0483  0.0666
C -0.4566 -0.9180 0.3350  -0.3839
N -0.2298 -1.1483 -0.8922  -0.0382
N -0.2869 -0.2885 -1.9802  -0.0169
N -0.4855 -2.0176 1.2908  -0.0601
O -0.3341 -3.1588 0.5079  -0.1924
H 0.8475 3.5268 -0.0809  0.0900
H -0.5407 3.1488 1.0574  0.0329
H 1.1512 0.9175 -0.4509  0.1338
H -1.0930 0.4881 1.7101  0.0993
H 0.0476 0.7308 -1.8972  0.0831
H 0.1932 -0.7274 -2.7761  0.0844
H 0.5667 -2.0435 1.6870  0.1745
H 0.4504 -2.9495 -0.2568  0.1741

Cartesian forces (eV/Å) of the 6 atoms listed first:
C 1.2 1.1 -2.4
C 0.6 -0.3 2.2
N 2.1 -1.6 -4.7
C 1.0 2.3 1.1
N -0.1 0.0 0.1
N 0.6 1.6 -0.4

---

This record from the OMol25 dataset describes C3H8N4O in the gas phase in a non-equilibrium geometry. The level of theory is ωB97M-V/def2-TZVPD.

Summary:
- LUMO (eV) = 0.81
- gap between HOMO and LUMO (Ha) = 0.3598
- energy above the lowest of the compared OMol25 structures with the same formula, charge and spin (kJ/mol) = 719.9

Last column: Löwdin charge in e.
Geometry (Å):
N 0.1093 -1.6615 -0.2834  -0.0070
C -0.4219 -0.4443 -0.9047  -0.1992
C -1.7521 0.4564 -0.3161  -0.1469
N -1.3261 0.7116 1.0786  -0.0837
N 0.1855 0.6957 1.1172  0.0335
C 0.6622 0.3745 0.0206  -0.4604
N 1.9481 0.4306 -0.3389  -0.0734
O 2.7222 1.0356 0.6424  -0.1039
H -0.3488 -2.5037 -0.9008  0.1465
H -0.3701 -1.5333 0.6388  0.0894
H -0.1026 -0.4399 -1.9196  0.1043
H -2.1688 1.2991 -0.7319  0.0542
H -2.7446 -0.1073 -0.3729  0.1084
H -1.2818 1.8865 1.2043  0.1819
H 2.3967 -0.5651 -0.4139  0.1791
H 2.4928 0.3651 1.4803  0.1771

Cartesian forces (eV/Å) of the 6 atoms listed first:
N -4.3 -3.1 -1.7
C 2.3 4.4 2.5
C 0.4 -4.9 0.6
N 1.9 4.4 0.4
N -1.4 1.1 1.8
C -3.5 -1.0 -2.8